Record 1
The following is a quantum chemistry calculation of an isolated molecule of C5H12O, from the Open Molecules 2025 dataset.

Computed properties:
Energy relative to the best compared isomer or geometry (same formula, charge and spin)   17.1 kcal/mol
DFT total energy   -7426.57069 eV
Gap between HOMO and LUMO   10.75 eV
E_HOMO   -0.3524 Eh
SMILES   CC[C@@H](C)OC

Last column: Mulliken charge in e.
Atoms and positions in Å:
C -0.7507 -1.8765 0.2167  -1.456
C -1.0761 -0.3893 -0.0186  -0.311
C 0.0024 0.6596 -0.3761  0.475
C -0.6360 2.0510 -0.4596  -1.519
O 1.0402 0.7950 0.5797  -0.354
C 2.0074 -0.2177 0.4934  -0.616
H -0.1476 -2.3246 -0.5809  0.367
H -0.2420 -2.0663 1.1673  0.345
H -1.6906 -2.4423 0.2545  0.365
H -1.5985 -0.0155 0.8699  0.253
H -1.7993 -0.3460 -0.8425  0.311
H 0.4576 0.4063 -1.3516  0.303
H -1.6189 2.0303 -0.9394  0.377
H -0.0034 2.7617 -1.0031  0.350
H -0.7678 2.4332 0.5582  0.359
H 2.7379 -0.0406 1.2891  0.261
H 1.5569 -1.2082 0.6205  0.210
H 2.5286 -0.2101 -0.4775  0.279

Force components x, y, z for each atom (eV/Å):
C 0.038 0.004 -0.022
C -0.114 0.076 0.038
C -0.231 0.059 -0.189
C -0.049 -0.018 0.000
O -0.092 -0.076 0.039
C 0.287 -0.315 0.060
H -0.045 0.169 0.039
H -0.056 0.147 -0.140
H 0.152 0.148 -0.015
H 0.000 0.008 -0.069
H 0.041 0.053 0.097
H -0.099 -0.053 0.157
H 0.144 -0.076 -0.014
H -0.037 -0.214 0.122
H -0.003 -0.082 -0.117
H -0.131 -0.066 -0.158
H 0.277 0.133 0.061
H -0.082 0.104 0.110

=====

Record 2
The following is a quantum chemistry calculation of the ion C5H12N with charge +2 in a non-equilibrium geometry, from the Open Molecules 2025 dataset.

Computed properties:
Energy relative to the best compared isomer or geometry (same formula, charge and spin)   29.0 kcal/mol
DFT total energy   -6848.40695 eV
Gap between HOMO and LUMO (spin up / spin down)   10.27 / 8.69 eV
Net charge   +2
E_HOMO (spin up / spin down)   -0.7383 / -0.7877 Eh
2S+1   2

Last column: Löwdin spin population.
Atoms and positions in Å:
C 1.3610 -1.2834 -0.0038  0.014
C 1.3805 0.1591 -0.6336  0.066
C 0.1502 0.9222 -0.5378  0.359
C -1.1693 0.4547 -0.6873  0.332
C -2.4055 1.1122 -0.2909  0.080
N 0.9163 -1.2049 1.4662  0.014
H 2.3556 -1.7012 -0.1472  0.000
H 0.6825 -1.9683 -0.5483  0.001
H 1.7568 0.1787 -1.6856  0.032
H 2.1915 0.7341 -0.1642  0.003
H 0.2106 1.8694 0.0274  0.024
H -1.2594 -0.0541 -1.6687  0.012
H -2.2617 1.8916 0.4794  0.001
H -3.1503 0.4355 0.1707  0.024
H -2.9904 1.6205 -1.0792  0.027
H 1.5750 -0.6871 2.0583  0.000
H 0.4599 -1.9782 1.9561  0.000
H 0.1968 -0.5008 1.2885  0.009

Force components x, y, z for each atom (eV/Å):
C 0.164 -0.547 -1.484
C 1.361 -0.533 0.254
C -1.087 0.323 2.615
C -0.445 1.416 -3.449
C -0.238 0.904 2.190
N -0.273 1.982 -1.426
H 0.020 -0.065 0.585
H 0.084 0.412 0.537
H -0.386 -0.566 0.228
H -0.202 -0.026 0.103
H 0.072 0.133 -0.805
H -0.073 -0.869 0.703
H 0.232 -0.371 -0.176
H 0.132 -0.217 -0.362
H 0.432 -0.633 -0.523
H 0.332 -0.639 0.173
H 0.489 -0.484 -0.250
H -0.613 -0.218 1.085

=====

Record 3
The following is a quantum chemistry calculation of a cluster of 3 separate species, C3H11NS in total in a non-equilibrium geometry, from the Open Molecules 2025 dataset.

Computed properties:
Energy relative to the best compared isomer or geometry (same formula, charge and spin)   63.6 kcal/mol
DFT total energy   -15611.99107 eV
Gap between HOMO and LUMO   8.48 eV
E_HOMO   -0.3164 Eh

Last column: Mulliken charge in e.
Atoms and positions in Å:
S -0.2523 -2.7985 1.3655  -0.352
H 0.1412 -2.0951 2.4294  0.156
C -1.7696 0.3797 0.4549  -0.879
C -0.5171 0.9934 -0.1397  -0.436
N 0.3498 -0.0484 -0.7057  -0.143
C 1.6822 0.3608 -1.0686  -0.951
H -1.4189 -0.3634 1.1875  0.149
H -2.2858 1.1681 1.0361  0.340
H -2.4436 -0.1007 -0.2714  0.283
H -0.6384 1.8134 -0.8679  0.356
H 0.0557 1.3099 0.7462  0.265
H -0.0938 -0.5565 -1.4606  0.179
H 0.9474 -1.3705 0.8988  0.070
H 1.7186 0.9917 -1.9824  0.352
H 2.2798 -0.5302 -1.3737  0.306
H 2.2448 0.8462 -0.2484  0.306

Force components x, y, z for each atom (eV/Å):
S 2.847 2.808 -0.730
H -0.431 -0.367 0.766
C -0.117 0.364 0.447
C 1.040 -0.675 0.193
N 0.110 -0.164 0.648
C 1.023 -0.317 -1.190
H -0.414 0.097 -0.424
H -0.106 -0.417 -0.483
H 0.196 0.246 0.267
H -0.292 0.002 0.420
H -0.110 0.659 -0.437
H -0.023 -0.022 0.091
H -2.705 -2.715 -0.212
H -0.028 0.231 0.534
H -0.418 0.396 0.417
H -0.572 -0.126 -0.306

=====

Record 4
The following is a quantum chemistry calculation of an isolated molecule of C3H4O in a non-equilibrium geometry, from the Open Molecules 2025 dataset.

Computed properties:
Energy relative to the best compared isomer or geometry (same formula, charge and spin)   73.0 kcal/mol
DFT total energy   -5218.96918 eV
Gap between HOMO and LUMO   9.92 eV
E_HOMO   -0.3395 Eh
SMILES   C#CCO

Last column: Mulliken charge in e.
Atoms and positions in Å:
C 1.7954 -0.3026 -0.1171  -0.275
C 0.6020 -0.2252 0.1901  -0.206
C -0.8006 -0.2141 0.0540  -0.171
O -1.4961 0.9928 -0.1003  -0.513
H 2.6139 -0.1258 0.5419  0.272
H -1.4714 -0.8896 0.5732  0.358
H -0.3389 -0.9464 -0.7756  0.193
H -0.9043 1.7109 -0.3662  0.341

Force components x, y, z for each atom (eV/Å):
C -0.403 0.163 1.119
C 0.982 0.553 0.927
C 0.304 -1.189 -0.857
O 0.301 -0.231 -0.606
H 0.844 0.053 -0.275
H 0.478 -0.031 0.563
H -2.543 1.031 -0.869
H 0.037 -0.350 -0.003